[1]
{
  "formula": "C4H13NO3",
  "method": "the ωB97M-V functional and the def2-TZVPD basis",
  "spin_multiplicity": 1,
  "de_lowest_ev": 9.859,
  "e_tot_ev": -11982.6126,
  "orbital_gap_ha": 0.1042,
  "symbols": ["C", "C", "N", "C", "C", "O", "H", "H", "H", "H", "H", "H", "H", "H", "H", "H", "H", "O", "H", "H", "O"],
  "coordinates": [[0.43839, 0.10594, 1.34619], [1.35629, -0.62886, 0.41020], [1.40813, -1.99729, 0.85426], [-0.84369, 3.26067, -0.71159], [0.08606, 2.52944, -1.50380], [1.12222, 1.94753, -1.13036], [0.08925, 1.07166, 0.98730], [0.67419, -0.03596, 2.41752], [-0.53652, -0.50996, 1.29732], [2.34703, -0.16003, 0.39355], [1.04311, -0.48797, -0.64696], [2.19229, -2.51967, 0.51069], [-0.84176, 3.64045, 0.40638], [-1.68711, 3.64130, -1.38959], [-0.24198, 2.53669, -2.66032], [-1.99294, -3.12586, 1.21274], [0.60506, -2.58213, 0.88091], [-1.34497, -2.54915, 0.84582], [-1.48533, -0.76418, -1.70928], [-1.26402, -1.76572, -0.42961], [-1.12371, -1.60690, -1.38138]]
}


[2]
{
  "formula": "C4H5BrSi",
  "method": "the ωB97M-V functional and the def2-TZVPD basis",
  "spin_multiplicity": 1,
  "de_lowest_ev": 1.135,
  "e_tot_ev": -82147.7151,
  "orbital_gap_ha": 0.3258,
  "symbols": ["C", "C", "C", "C", "Si", "Br", "H", "H", "H", "H", "H"],
  "coordinates": [[0.84739, -0.90920, -0.64094], [1.36853, 0.00042, 0.33319], [-0.47373, -0.73229, -0.92639], [0.53600, 0.85447, 0.98826], [-1.15447, 0.59409, 0.29450], [-2.38458, 2.18962, -0.53742], [1.39114, -1.77050, -0.98816], [2.50222, 0.01606, 0.32869], [-1.23541, -1.40459, -1.40112], [0.75459, 1.82225, 1.34595], [-2.15168, -0.66033, 1.20346]]
}